Entry from the Open Molecules 2025 dataset: one molecule with the formula C3H2I2 (the ωB97M-V functional and the def2-TZVPD basis).

Each line ends with the natural charge from an NBO analysis.
Atoms and positions in Å:
C  -0.211  0.732  -0.132  -0.193
C  -0.639  -0.476  0.159  -0.220
C  0.741  -0.321  -0.259  -0.405
I  -0.647  2.705  -0.308  0.231
I  -1.928  -1.681  1.101  0.252
H  1.235  -0.522  -1.172  0.186
H  1.449  -0.438  0.610  0.149

Forces on atoms 1 to 2 (eV/Å):
-2.699 0.040 0.464
-0.808 1.737 -0.599

As for the SMILES: IC1=C(I)C1. As for the total energy: -710.78615 hartree. As for the frontier orbital gap: 8.974 eV.

Entry from the Open Molecules 2025 dataset: one molecule with the formula C3H2I2N2 (the ωB97M-V functional and the def2-TZVPD basis).

Each line ends with the natural charge from an NBO analysis.
Atoms and positions in Å:
C  -0.615  -1.290  0.053  0.043
C  0.604  1.105  -0.032  0.264
C  -1.246  -0.162  -0.002  -0.032
N  -0.701  1.077  -0.042  -0.576
N  1.305  0.012  0.029  -0.716
I  -3.386  -0.239  -0.022  0.202
I  3.267  -0.300  -0.035  0.374
H  -0.293  -2.291  0.122  0.244
H  1.063  2.088  -0.072  0.196

Forces on atoms 1 to 2 (eV/Å):
2.395 1.374 -0.068
0.836 0.009 -0.034

As for the total energy: -820.25508 hartree. As for the frontier orbital gap: 7.099 eV.

Entry from the Open Molecules 2025 dataset: a 2-piece molecular cluster, C3H2I2N2O overall (the ωB97M-V functional and the def2-TZVPD basis).

Each line ends with the Mulliken spin population.
Atoms and positions in Å:
C  -2.054  0.426  -0.484  -0.051
C  0.327  0.254  0.449  0.007
C  -1.147  0.741  0.526  0.597
N  -2.724  -0.097  -1.271  0.279
N  0.536  -0.792  -0.371  0.022
O  1.131  0.776  1.191  0.062
I  -1.678  2.278  1.825  0.091
I  4.343  -1.669  -0.423  1.006
H  -0.247  -0.915  -1.015  -0.005
H  1.514  -1.002  -0.427  -0.009

Forces on atoms 1 to 2 (eV/Å):
0.199 -0.779 0.417
-1.402 0.902 1.482

Its spin multiplicity is 3. As for the total energy: -895.58400 hartree. As for the frontier orbital gap (alpha / beta): 9.162 / 6.673 eV. Its expectation value of S² is 2.02.

Entry from the Open Molecules 2025 dataset: C3H2I3N as an isolated structure (the ωB97M-V functional and the def2-TZVPD basis).

Each line ends with the natural charge from an NBO analysis.
Atoms and positions in Å:
C  1.168  0.644  0.797  0.114
C  -0.872  -0.899  -0.109  -0.470
C  0.148  0.952  -0.077  -0.499
N  1.905  0.246  1.576  -0.247
I  0.582  -2.404  -0.345  0.141
I  0.911  1.175  -2.052  0.241
I  -1.317  2.444  0.394  0.257
H  -1.177  -1.151  0.887  0.229
H  -1.350  -1.007  -1.071  0.233

Forces on atoms 1 to 2 (eV/Å):
0.174 0.160 1.144
3.326 1.590 -0.487

As for the total energy: -1063.24267 hartree. As for the frontier orbital gap: 8.644 eV.

Entry from the Open Molecules 2025 dataset: C3H2INS as an isolated structure (the ωB97M-V functional and the def2-TZVPD basis).

Each line ends with the natural charge from an NBO analysis.
Atoms and positions in Å:
C  -0.154  -0.582  1.031  -0.038
C  0.081  0.876  0.842  -0.635
C  0.299  -0.069  -1.563  -0.561
N  -0.219  -1.448  0.115  -0.261
S  0.049  1.309  -0.767  0.712
I  -0.171  -0.450  -3.501  0.293
H  -0.260  -1.019  2.117  0.238
H  0.375  1.382  1.727  0.254

Forces on atoms 1 to 2 (eV/Å):
0.266 0.636 1.160
-0.964 -2.926 0.076

As for the total energy: -865.95999 hartree. As for the frontier orbital gap (alpha / beta): 7.160 / 7.159 eV.

Entry from the Open Molecules 2025 dataset: one molecule with the formula C3H2INS (the ωB97M-V functional and the def2-TZVPD basis).

Each line ends with the natural charge from an NBO analysis.
Atoms and positions in Å:
C  0.218  0.725  0.105  -0.331
C  1.200  -0.250  0.046  0.024
C  -0.974  -0.006  0.109  -0.407
N  0.804  -1.492  -0.011  -0.611
S  -0.828  -1.672  0.081  0.720
I  -2.844  0.953  0.043  0.177
H  0.287  1.684  -0.150  0.229
H  2.137  0.058  -0.224  0.200

Forces on atoms 1 to 2 (eV/Å):
-2.840 -5.004 0.361
-1.711 -0.469 -0.577

As for the SMILES: Ic1ccns1. As for the total energy: -866.11189 hartree. As for the frontier orbital gap: 9.610 eV.

Entry from the Open Molecules 2025 dataset: C3H2IrO2 as an isolated structure (the ωB97M-V functional and the def2-TZVPD basis).

Each line ends with the Mulliken spin population.
Atoms and positions in Å:
O  1.550  -1.257  0.077  0.742
C  0.359  -1.163  -0.134  -0.035
C  -0.427  0.381  1.240  0.811
H  -0.232  1.291  1.816  0.049
C  -0.469  0.194  -0.213  0.158
O  -1.624  0.070  0.675  0.244
H  -0.228  -2.032  -0.512  0.100
Ir  -0.207  1.388  -1.759  2.932

Forces on atoms 1 to 2 (eV/Å):
-2.411 0.280 -0.473
2.101 -0.508 -0.980

Its spin multiplicity is 6. As for the total energy: -369.15660 hartree. As for the frontier orbital gap (alpha / beta): 7.639 / 7.459 eV. Its expectation value of S² is 8.77. As for the charge: +2.

Entry from the Open Molecules 2025 dataset: C3H2LiLuO3 as an isolated structure (the ωB97M-V functional and the def2-TZVPD basis).

Each line ends with the natural charge from an NBO analysis.
Atoms and positions in Å:
C  -0.392  0.269  -0.615  0.164
C  0.576  -0.356  0.077  -0.016
O  1.240  -1.440  -0.493  -0.452
C  2.537  -1.700  -0.191  0.660
O  3.127  -0.863  0.528  -0.536
O  -1.253  1.141  -0.113  -0.978
Li  4.459  -2.159  0.145  0.970
H  0.899  -0.041  1.070  0.190
H  -0.754  -0.308  -1.493  0.213
Lu  -2.041  2.288  1.523  1.785

Forces on atoms 1 to 2 (eV/Å):
-0.457 -3.154 -0.195
-0.023 1.776 0.627

As for the total energy: -1583.54766 hartree. As for the frontier orbital gap (alpha / beta): 6.536 / 5.488 eV. As for the charge: +2.

Entry from the Open Molecules 2025 dataset: C3H2LiO2Pd as an isolated structure (the ωB97M-V functional and the def2-TZVPD basis).

Each line ends with the Mulliken spin population.
Atoms and positions in Å:
C  -1.831  -1.195  0.450  0.003
C  -1.796  0.022  0.394  0.002
H  -1.740  -2.173  0.902  0.000
H  -2.062  1.016  0.060  -0.001
O  1.865  1.181  0.566  0.527
C  1.464  1.432  -0.601  0.729
O  1.161  0.536  -1.379  0.355
Li  -0.054  -0.922  -1.174  0.012
Pd  2.994  0.103  0.782  1.371

Forces on atoms 1 to 2 (eV/Å):
0.852 0.796 0.966
-0.477 -0.811 -1.128

Its spin multiplicity is 4. As for the total energy: -400.41051 hartree. As for the frontier orbital gap (alpha / beta): 8.696 / 5.248 eV. Its expectation value of S² is 3.76. As for the charge: +2.

Entry from the Open Molecules 2025 dataset: C3H2LiO2Tm as an isolated structure (the ωB97M-V functional and the def2-TZVPD basis).

Each line ends with the Mulliken spin population.
Atoms and positions in Å:
C  2.574  -1.352  0.188  0.626
C  1.623  -2.198  0.374  0.251
H  3.486  -1.526  0.771  0.053
H  1.469  -3.262  0.208  0.042
O  -0.069  -1.734  0.382  0.101
C  -0.473  -0.940  -0.477  0.781
O  -0.040  0.217  -0.658  0.119
Li  2.079  0.532  -0.552  0.016
Tm  -1.708  1.855  0.527  1.012

Forces on atoms 1 to 2 (eV/Å):
0.383 -0.119 1.578
-2.632 -0.831 -0.844

Its spin multiplicity is 4. As for the total energy: -1357.32224 hartree. As for the frontier orbital gap (alpha / beta): 7.760 / 7.156 eV. Its expectation value of S² is 3.76. As for the charge: +3.

Entry from the Open Molecules 2025 dataset: C3H2LiO3 as an isolated structure (the ωB97M-V functional and the def2-TZVPD basis).

Each line ends with the Mulliken spin population.
Atoms and positions in Å:
O  0.073  -1.203  -0.502  0.046
C  0.629  -0.490  0.387  0.029
C  -1.841  -0.002  -0.424  0.935
O  1.747  -0.694  0.888  -0.003
O  0.294  0.825  0.207  0.005
C  -1.045  1.054  -0.137  -0.113
Li  2.061  -1.019  -0.973  0.008
H  -2.610  -0.126  -1.186  0.041
H  -1.128  1.999  -0.689  0.052

Forces on atoms 1 to 2 (eV/Å):
0.650 -1.739 0.875
0.977 0.645 -3.599

Its spin multiplicity is 2. As for the total energy: -348.67034 hartree. As for the frontier orbital gap (alpha / beta): 7.048 / 7.893 eV. Its expectation value of S² is 0.77.

Entry from the Open Molecules 2025 dataset: C3H2LiO3Rb as an isolated structure (the ωB97M-V functional and the def2-TZVPD basis).

Each line ends with the Mulliken spin population.
Atoms and positions in Å:
C  3.131  -1.736  0.789  0.000
C  2.299  -0.732  0.741  -0.004
O  1.589  0.200  0.675  -0.005
Li  -0.078  1.065  0.105  0.013
H  3.985  -1.747  0.111  0.000
H  2.988  -2.507  1.546  0.000
O  -3.813  0.461  -1.257  0.133
C  -2.641  0.279  -0.960  0.740
Rb  -5.642  3.589  -1.218  0.019
O  -1.818  1.129  -0.531  0.103

Forces on atoms 1 to 2 (eV/Å):
-0.309 0.297 0.188
0.680 -0.391 -0.145

Its spin multiplicity is 2. As for the total energy: -372.65065 hartree. As for the frontier orbital gap (alpha / beta): 6.049 / 8.762 eV. Its expectation value of S² is 0.75. As for the charge: +1.

Entry from the Open Molecules 2025 dataset: C3H2LiO3Y as an isolated structure (the ωB97M-V functional and the def2-TZVPD basis).

Each line ends with the Mulliken spin population.
Atoms and positions in Å:
H  -2.645  0.411  -2.419  0.961
O  0.050  1.195  0.314  0.011
C  1.261  0.609  0.320  0.011
C  -1.018  0.433  0.338  -0.154
O  2.270  1.325  0.273  0.000
O  1.351  -0.657  0.336  -0.002
C  -2.018  -0.210  0.104  0.133
Y  3.766  -0.402  0.188  0.011
H  -2.941  -0.765  0.168  0.019
Li  -0.076  -1.937  0.378  0.008

Forces on atoms 1 to 2 (eV/Å):
-0.031 0.015 -0.097
2.604 0.098 0.146

Its spin multiplicity is 2. As for the total energy: -385.74770 hartree. As for the frontier orbital gap (alpha / beta): 2.655 / 5.474 eV. Its expectation value of S² is 0.75. As for the charge: +3.

Entry from the Open Molecules 2025 dataset: a 2-piece molecular cluster, C3H2N overall (the ωB97M-V functional and the def2-TZVPD basis).

Each line ends with the natural charge from an NBO analysis.
Atoms and positions in Å:
C  -2.067  -0.071  -0.168  -0.072
C  2.158  -0.037  -0.004  0.159
C  -1.326  0.817  0.004  0.617
N  1.615  0.381  -0.889  -0.324
H  -3.017  -0.677  0.124  0.342
H  2.637  -0.413  0.932  0.278

Forces on atoms 1 to 2 (eV/Å):
-7.884 -7.587 0.139
2.407 -1.951 4.839

As for the total energy: -169.59520 hartree. As for the frontier orbital gap (alpha / beta): 5.650 / 6.602 eV. As for the charge: +1.

Entry from the Open Molecules 2025 dataset: one molecule with the formula C3H2N2 (the ωB97M-V functional and the def2-TZVPD basis).

Each line ends with the natural charge from an NBO analysis.
Atoms and positions in Å:
C  0.385  -0.484  0.382  -0.051
C  1.575  -1.232  0.726  0.249
C  2.810  -1.157  -1.345  0.412
N  2.297  -1.471  -0.343  -0.632
N  0.612  0.138  -0.724  -0.510
H  -0.459  -0.410  0.949  0.191
H  -0.074  0.870  -0.883  0.342

Forces on atoms 1 to 2 (eV/Å):
2.221 -0.043 -3.777
0.607 -0.498 1.682

As for the total energy: -224.81565 hartree. As for the frontier orbital gap (alpha / beta): 7.502 / 7.610 eV.

Entry from the Open Molecules 2025 dataset: a 2-piece molecular cluster, C3H2N2O overall (the ωB97M-V functional and the def2-TZVPD basis).

Each line ends with the natural charge from an NBO analysis.
Atoms and positions in Å:
C  1.480  -0.119  0.405  0.135
C  -1.059  1.149  0.078  0.454
C  0.478  -0.825  -0.227  0.150
N  2.215  0.685  0.890  -0.273
N  0.133  -1.954  -0.575  -0.550
O  -2.163  1.238  -0.201  -0.434
H  -0.416  1.798  0.696  0.156
H  -0.668  -1.972  -1.068  0.363

Forces on atoms 1 to 2 (eV/Å):
3.064 2.221 1.745
2.496 -1.869 0.169

As for the total energy: -300.10267 hartree. As for the frontier orbital gap (alpha / beta): 7.647 / 7.583 eV.

Entry from the Open Molecules 2025 dataset: one molecule with the formula C3H2N2O2 (the ωB97M-V functional and the def2-TZVPD basis).

Each line ends with the natural charge from an NBO analysis.
Atoms and positions in Å:
O  -2.569  -0.737  -0.176  -0.447
C  -1.794  0.176  -0.052  0.372
C  -0.316  -0.018  -0.016  0.378
N  0.578  0.914  0.106  -0.446
C  1.733  0.179  0.083  0.126
N  1.559  -1.107  -0.044  -0.106
O  0.192  -1.244  -0.111  -0.242
H  -2.104  1.230  0.048  0.146
H  2.722  0.608  0.162  0.218

Forces on atoms 1 to 2 (eV/Å):
0.360 0.427 0.059
-0.318 -0.316 -0.046

As for the SMILES: O=Cc1ncno1. As for the total energy: -375.45553 hartree. As for the frontier orbital gap: 10.345 eV.

Entry from the Open Molecules 2025 dataset: one molecule with the formula C3H2N2O2S (the ωB97M-V functional and the def2-TZVPD basis).

Each line ends with the natural charge from an NBO analysis.
Atoms and positions in Å:
C  0.045  0.577  -0.960  0.584
C  -1.383  0.090  -0.793  0.052
C  -0.287  -0.729  0.908  0.134
H  2.158  0.642  1.101  0.484
H  -2.144  0.367  -1.515  0.217
N  0.622  0.038  0.204  -0.197
N  -1.551  -0.619  0.246  -0.376
O  1.965  -0.011  0.379  -0.485
O  0.570  1.219  -1.815  -0.490
S  0.006  -1.573  2.245  0.076

Forces on atoms 1 to 2 (eV/Å):
-0.045 -0.577 0.691
0.372 0.428 -0.339

As for the SMILES: O=C1C=NC(=S)N1O. As for the total energy: -773.62650 hartree. As for the frontier orbital gap: 7.808 eV.

Entry from the Open Molecules 2025 dataset: one molecule with the formula C3H2N2O3 (the ωB97M-V functional and the def2-TZVPD basis).

Each line ends with the natural charge from an NBO analysis.
Atoms and positions in Å:
C  -1.903  -0.693  -0.111  0.609
C  0.986  0.663  0.041  0.558
C  1.631  -0.658  -0.141  0.169
H  -2.441  -1.629  -0.179  0.170
H  -0.899  1.350  0.375  0.428
N  -0.280  0.618  0.510  -0.289
N  2.126  -1.707  -0.185  -0.219
O  -2.455  0.320  -0.457  -0.589
O  -0.763  -0.592  0.506  -0.314
O  1.486  1.776  -0.199  -0.522

Forces on atoms 1 to 2 (eV/Å):
-2.890 1.794 -0.653
1.050 3.913 -0.901

As for the SMILES: N#CC(=O)NOC=O. As for the total energy: -450.65803 hartree. As for the frontier orbital gap: 10.560 eV.

Entry from the Open Molecules 2025 dataset: C3H2N2O3 as an isolated structure (the ωB97M-V functional and the def2-TZVPD basis).

Each line ends with the natural charge from an NBO analysis.
Atoms and positions in Å:
C  0.570  -0.521  0.357  0.463
C  -1.732  -0.431  -0.107  0.721
C  -1.103  0.938  -0.120  -0.016
H  2.714  0.846  0.255  0.459
H  -1.807  1.739  -0.329  0.230
N  1.758  -1.059  -0.062  0.012
N  0.138  0.840  0.184  -0.417
O  2.782  -0.283  -0.186  -0.459
O  -0.498  -1.223  0.026  -0.514
O  -2.823  -0.848  -0.018  -0.479

Forces on atoms 1 to 2 (eV/Å):
1.157 0.772 -4.121
3.383 0.142 1.187

As for the total energy: -450.59151 hartree. As for the frontier orbital gap: 7.954 eV.